The following is a DFT calculation (ωB97M-V/def2-TZVPD) of a cluster of 5 separate species, C24H33NO13 in total at a distorted geometry.

The geometry in XYZ format:
```
71
Properties=species:S:1:pos:R:3:forces:R:3
C -0.987 -5.100 -0.173 0.8217 -0.4881 -0.3720
C -1.198 -4.663 -1.774 -4.6433 4.9319 -0.1549
O -2.064 -3.647 -1.999 5.8013 -6.5083 0.9465
O -0.549 -5.340 -2.908 0.3489 2.3455 2.2042
C 0.651 -4.588 -3.373 1.4366 -0.6672 -0.1342
C 1.711 -4.422 -2.127 1.4656 1.9481 2.7572
C 1.924 -3.308 -1.159 -0.4470 -3.8223 -2.6373
C 1.071 -1.909 -1.190 -0.1066 0.6533 -0.2955
N 1.204 -1.046 0.045 -0.6081 -0.7621 0.0114
C 3.108 -3.869 -0.173 2.6541 2.1645 4.8878
O 3.711 -3.308 0.903 -4.3833 -3.6668 -7.5569
O 3.535 -5.247 -0.533 -2.7613 1.9047 -2.3015
C 2.764 -5.649 -1.725 -0.8969 -3.6904 -2.8525
O 2.840 -6.817 -2.369 -0.0813 7.8678 4.7167
H -2.018 -5.276 0.374 2.0466 0.2991 -1.6294
H -0.438 -4.236 0.436 -1.1585 -1.6696 -1.7126
H -0.306 -6.069 -0.117 -1.5966 2.0302 -0.1210
H 0.391 -3.588 -3.929 0.3478 -1.7720 1.5840
H 1.186 -5.291 -4.176 -1.3166 1.4201 1.9582
H -0.084 -2.059 -1.387 2.4317 -0.5447 0.1022
H 1.466 -1.265 -2.113 -0.6158 -1.5974 1.8367
H 0.308 -0.508 0.247 1.7015 -1.2565 -0.3309
H 1.501 -1.585 0.890 -0.5148 0.7458 -1.0916
O 1.350 1.868 3.335 1.2620 -1.1453 -1.1852
C 2.462 1.591 2.917 -1.2820 0.0229 0.6600
O 2.708 0.684 1.926 -0.7525 0.6724 0.7059
C 4.118 0.533 1.770 0.5972 -0.4637 -0.4328
C 4.719 1.792 2.338 0.7681 0.3640 -0.1279
C 3.751 2.153 3.436 0.3065 0.4379 -0.1557
H 4.436 -0.362 2.314 -0.0653 0.0401 -0.0707
H 4.360 0.408 0.710 -0.3008 -0.1332 0.1706
H 5.746 1.659 2.687 -0.1383 -0.0348 -0.1118
H 4.720 2.580 1.575 0.0370 -0.1301 0.1133
H 4.002 1.659 4.379 -0.1433 0.1158 0.0184
H 3.683 3.235 3.571 -0.2002 -0.1806 0.3579
O -2.853 -7.523 -1.756 -0.2303 -1.2810 -1.3991
C -3.049 -8.071 -2.828 0.6326 0.9528 1.7552
O -2.913 -9.413 -3.043 -0.0585 0.6749 0.5894
C -3.113 -9.688 -4.429 0.0450 -0.5961 -0.4727
C -3.911 -8.523 -4.954 -0.5423 0.1003 -0.7505
C -3.425 -7.378 -4.102 -0.4317 0.0990 -0.3089
H -2.134 -9.772 -4.912 -0.0568 0.0009 0.0588
H -3.648 -10.634 -4.543 0.2194 0.0859 0.2262
H -3.777 -8.358 -6.026 -0.0132 -0.1101 0.1378
H -4.979 -8.691 -4.768 0.1694 -0.0112 -0.0679
H -2.535 -6.904 -4.527 -0.0608 0.1066 0.1818
H -4.213 -6.641 -3.932 0.4188 0.0996 0.1253
O 2.889 5.547 4.215 -1.4635 0.6504 -0.3864
C 1.679 5.673 4.115 1.4819 -0.0865 0.4927
O 1.047 6.855 3.854 0.9692 -0.4904 0.0170
C -0.364 6.654 3.916 -0.8312 0.4782 -0.1530
C -0.567 5.178 3.691 -0.6612 -0.3986 -0.1694
C 0.673 4.578 4.303 -0.2148 -0.1421 -0.4019
H -0.721 6.977 4.899 0.0594 -0.0105 -0.0486
H -0.856 7.255 3.146 0.3025 0.0615 0.2655
H -1.496 4.800 4.124 0.0857 0.1231 -0.0846
H -0.584 4.966 2.615 -0.0467 0.0410 0.1381
H 0.548 4.388 5.373 0.1558 -0.0685 -0.0490
H 0.979 3.668 3.781 0.0787 0.3087 0.5797
O -1.845 9.781 2.326 -0.3113 -1.4576 -1.5601
C -2.041 9.233 1.254 0.6189 1.1900 1.9515
O -1.906 7.891 1.039 -0.0705 0.5466 0.5231
C -2.105 7.616 -0.347 0.0563 -0.6277 -0.5069
C -2.903 8.781 -0.872 -0.5399 0.1052 -0.7576
C -2.417 9.926 -0.021 -0.4292 0.0933 -0.3172
H -1.126 7.531 -0.831 -0.0589 0.0014 0.0603
H -2.641 6.670 -0.462 0.2160 0.0855 0.2237
H -2.770 8.945 -1.945 -0.0127 -0.1151 0.1413
H -3.971 8.613 -0.686 0.1722 -0.0074 -0.0659
H -1.528 10.400 -0.445 -0.0753 0.0834 0.1505
H -3.205 10.663 0.149 0.4127 0.0830 0.1253
```
Positions in Å, forces in eV/Å.

For the energy, the calculation gives -1966.98423 Eh. As for the structure (SMILES): CC(=O)OCC1=C(CN)C(=O)OC1=O.O=C1CCCO1.O=C1CCCO1.O=C1CCCO1.O=C1CCCO1. The HOMO energy is -9.50 eV. For the HOMO-LUMO gap, the calculation gives 7.59 eV.

What are the Mulliken partial charges on each atom? They are as follows, in elementary charge units: -0.689 0.576 -0.573 -0.279 -0.583 0.225 0.113 -0.121 -0.424 0.379 -0.516 -0.252 0.449 -0.533 0.312 0.220 0.249 0.317 0.308 0.188 0.205 0.237 0.221 -0.723 0.439 -0.246 -0.366 -0.596 -0.085 0.238 0.301 0.340 0.275 0.271 0.086 -0.591 0.504 -0.348 -0.418 -0.519 -0.256 0.262 0.309 0.319 0.263 0.158 0.318 -0.640 0.563 -0.363 0.210 -0.642 0.353 0.244 -0.194 0.427 0.225 0.267 -0.351 -0.585 0.501 -0.310 -0.455 -0.502 -0.415 0.276 0.307 0.318 0.266 0.256 0.280